[1]
Below is a molecular structure, C12H17F8IO5S, with properties calculated with wB97M-V/def2-TZVPD.

```
44
Properties=species:S:1:pos:R:3:forces:R:3:nbo_charge:R:1
C -2.3753 -4.5549 -0.2740 0.0 0.0 0.0 -0.6094
C -1.0252 -5.2463 -0.0996 0.0 0.1 0.0 -0.4258
C 0.0453 -4.4503 0.6411 0.0 0.2 -0.2 0.0621
O -0.5543 -3.5413 1.5958 0.0 0.0 0.1 -0.6971
S 0.6348 -2.6420 2.1386 0.0 -0.1 0.2 2.5724
O 1.4618 -3.4152 2.9993 -0.1 0.1 0.0 -0.9088
O 0.1187 -1.3887 2.5505 0.0 -0.1 0.1 -0.8956
O 1.3503 -2.4730 0.7339 0.2 0.0 0.1 -0.7034
C 0.9974 -3.5280 -0.1846 -0.2 -0.1 -0.1 0.0821
C 0.4707 -2.9208 -1.4981 0.0 -0.1 0.0 -0.4723
C 0.1233 -1.4356 -1.5575 -0.1 0.0 0.0 -0.2588
C -0.8628 -0.9184 -0.5218 0.0 0.1 0.0 -0.6674
I 1.9123 -0.2321 -1.5911 0.1 0.1 0.0 0.0436
H -2.7433 -4.1581 0.6702 0.0 0.0 0.0 0.2282
H -2.3229 -3.7311 -0.9843 -0.1 0.0 0.0 0.1996
H -3.1063 -5.2680 -0.6537 0.0 0.0 0.0 0.2219
H -0.6164 -5.5042 -1.0806 0.0 -0.1 0.0 0.2155
H -1.1667 -6.1882 0.4301 0.0 0.0 0.0 0.2250
H 0.6734 -5.1347 1.2127 0.0 0.0 0.0 0.2101
H 1.8954 -4.1076 -0.3955 0.1 0.1 0.1 0.2085
H 1.2025 -3.1232 -2.2803 0.0 0.0 0.0 0.2315
H -0.4372 -3.4571 -1.7833 0.0 0.0 0.0 0.2245
H -0.2741 -1.2565 -2.5538 0.0 0.0 0.0 0.2249
H -1.3297 0.0003 -0.8722 0.0 0.0 0.0 0.2335
H -1.6521 -1.6573 -0.3693 0.0 0.0 0.0 0.2148
H -0.3972 -0.7207 0.4410 -0.1 0.0 -0.1 0.2423
C 0.4877 3.0957 0.3302 0.2 -0.4 0.1 -0.1352
C -0.4145 3.4805 -0.8467 0.0 0.0 0.0 0.5981
C 0.2337 4.2414 -2.0086 0.0 0.0 0.0 0.5194
F 0.6864 5.4430 -1.5946 0.0 0.0 0.0 -0.3223
F -0.6974 4.4473 -2.9668 0.0 0.0 0.0 -0.3215
F -1.5092 4.1350 -0.4165 0.0 0.0 0.0 -0.3074
F -0.8248 2.2970 -1.4048 -0.1 0.0 0.0 -0.3387
O 0.4082 3.9428 1.4565 -0.3 0.4 -0.1 -0.5064
C 1.2666 4.9824 1.6364 0.2 -0.1 0.1 0.8499
C 0.5070 6.2971 1.8702 0.0 -0.1 0.0 0.5057
F -0.2704 6.5780 0.8063 0.0 0.0 0.0 -0.3187
F 1.4028 7.2975 2.0220 0.0 0.0 0.0 -0.3215
F 2.1489 5.1042 0.6281 0.0 0.0 0.0 -0.3177
F 1.9806 4.7496 2.7665 0.1 0.0 0.0 -0.3266
H 0.1084 2.1358 0.6780 0.0 0.0 0.0 0.2331
H 1.5134 2.9470 -0.0063 0.0 0.0 0.0 0.2151
H 1.0593 3.6627 -2.4307 0.0 0.0 0.0 0.1436
H -0.1093 6.2158 2.7670 0.0 0.0 0.0 0.1492
```
Forces are in eV/Å.

Values from the calculation:
- Multiplicity: 1
- E_HOMO: -9.640 eV
- Kohn-Sham gap: 9.92 eV
- Energy relative to the best compared isomer or geometry (same formula, charge and spin): 0.0 kJ/mol
- LUMO level: 0.28 eV



[2]
Below is a molecular structure, C12H17FO13PbS2, with properties calculated with wB97M-V/def2-TZVPD.

```
46
Properties=species:S:1:pos:R:3:forces:R:3:nbo_charge:R:1
Pb -1.6215 -1.9692 -0.7823 -1.0 -3.0 -1.2 1.4067
C 2.2398 -3.6102 1.9925 -1.9 -1.7 -2.1 -0.2586
O 1.0389 -4.0036 1.2589 2.3 1.6 2.0 -0.9075
H 3.0084 -3.1765 1.3527 0.2 0.8 -0.4 0.0962
H 2.2188 -3.0589 2.9325 -0.8 1.1 0.4 0.0733
H 2.8038 -4.4615 2.3738 0.2 -1.3 0.1 0.0829
C 1.1124 -1.5688 -4.9065 -1.0 -0.4 2.5 -0.2317
O 0.6273 -2.3053 -3.8113 0.9 0.6 -1.1 -0.9178
H 1.6967 -0.7125 -4.5698 0.0 1.4 0.4 0.0636
H 1.9198 -1.9565 -5.5278 0.2 -1.5 -0.7 0.0714
H 0.3005 -1.2271 -5.5484 -0.2 0.3 -0.5 0.1158
S -4.9593 -2.7584 -4.1450 3.2 -2.8 -3.1 2.5962
O -4.1534 -3.8674 -4.7486 0.6 0.2 0.0 -1.0726
O -6.0102 -3.4003 -3.4528 -3.6 -0.5 2.4 -1.0586
O -4.0858 -1.9670 -3.2586 1.0 1.7 1.5 -1.1186
O -5.4245 -1.9756 -5.2936 -1.0 2.1 -0.6 -1.1249
S -3.6735 -5.5566 -0.0976 -1.6 -1.3 -1.9 2.5791
O -3.7856 -4.2197 0.5145 -0.4 2.2 0.7 -1.1122
O -4.9704 -6.0942 -0.6375 0.1 0.3 2.1 -1.0460
O -2.8774 -5.5013 -1.2937 2.7 1.8 -3.2 -1.0118
O -2.9514 -6.4257 0.7917 0.0 -1.9 2.7 -1.0974
C 0.2251 1.4991 6.9672 1.1 0.2 -0.5 -0.6662
C 0.2951 2.0597 5.5086 -2.6 -1.3 1.8 0.0420
C 1.4448 1.7698 4.6596 2.6 0.6 0.3 -0.1225
O 0.9168 1.6237 3.3772 1.2 0.9 -0.6 -0.4760
C -0.2897 1.1006 3.5220 -1.3 -2.8 -4.3 0.9539
O -0.8262 0.5322 2.5635 0.6 1.9 3.4 -0.5542
O -0.6483 1.2020 4.7875 -1.8 0.3 0.9 -0.4939
H -0.7723 1.2312 7.3159 -0.1 0.0 -0.6 0.2354
H 0.6229 2.1576 7.7394 0.2 0.4 -0.3 0.1931
H 0.8618 0.6146 6.9825 -0.2 -0.2 0.1 0.2158
H -0.0606 3.0896 5.4814 0.0 0.1 -0.3 0.1767
H 1.9134 0.8296 4.9504 0.2 -0.1 0.1 0.1910
H 2.1758 2.5783 4.6663 0.2 -0.1 -0.1 0.1858
F 0.3122 1.9554 -1.7828 1.8 1.8 -0.5 -0.3044
C 1.0588 3.0707 -2.1720 0.6 -0.8 0.4 0.4069
C 0.3749 4.1541 -2.6223 0.6 2.1 -1.2 -0.2670
C 1.1559 5.3048 -3.0576 0.0 -2.8 0.3 -0.2237
C 2.5328 5.1969 -3.0933 1.0 1.1 0.0 -0.2331
C 3.3193 4.0767 -2.6844 -3.4 0.8 0.7 -0.2294
C 2.5059 3.1018 -2.1350 -0.5 -1.9 -0.1 -0.2407
H -0.6937 4.1638 -2.7781 -0.1 -0.2 0.3 0.2374
H 0.7340 6.1672 -3.5524 -0.4 0.0 0.4 0.2056
H 2.9727 6.1401 -3.3817 0.7 -0.1 -0.4 0.1845
H 4.3930 3.9688 -2.6399 -0.1 0.3 -0.2 0.2206
H 3.0217 2.2280 -1.7653 -0.3 -0.4 0.2 0.2345
```
Forces are in eV/Å.

Values from the calculation:
- Multiplicity: 1
- E_HOMO: 4.728 eV
- Kohn-Sham gap: 1.01 eV
- LUMO level: 5.74 eV
- Charge: -4



[3]
Below is C12H17N in the gas phase, with properties calculated with wB97M-V/def2-TZVPD.

```
30
Properties=species:S:1:pos:R:3:forces:R:3:nbo_charge:R:1
C -4.4801 -0.5885 1.3742 -4.4 1.0 -0.2 -0.6344
C -4.1825 0.0046 0.0069 2.4 0.5 -0.1 -0.4269
C -2.7645 -0.4324 -0.3629 0.0 0.0 -4.7 -0.1783
N -1.6823 0.4012 0.0629 0.6 2.5 2.3 -0.6665
C -0.5448 0.6715 -0.8479 0.6 0.4 0.4 0.0282
C 0.3086 -0.5787 -1.2465 -1.0 1.0 0.9 -0.4511
C 1.6351 -0.4745 -0.5327 -3.4 1.0 -1.3 -0.0267
C 2.5131 -1.4778 -0.3904 0.7 -1.2 -0.4 -0.1898
C 3.5539 -1.2469 0.4801 -2.7 4.2 0.0 -0.2241
C 3.5781 0.0216 1.0823 1.6 1.4 1.5 -0.1883
C 2.7261 1.1124 0.8216 0.6 -4.0 -1.1 -0.2070
C 1.7039 0.7935 -0.0065 1.0 0.1 1.7 -0.0071
C 0.6684 1.7328 -0.3641 -3.0 -4.0 -3.4 -0.4248
H -3.7707 -1.2269 1.8633 0.8 0.3 0.1 0.2245
H -5.3524 -1.2606 1.1291 0.7 0.3 0.8 0.2120
H -4.9650 0.2056 2.0313 1.0 -1.2 -0.3 0.2152
H -4.8467 -0.2459 -0.7919 -0.6 -1.2 -0.2 0.2140
H -4.2337 1.0803 -0.1877 0.2 0.4 1.2 0.2017
H -2.6500 -1.4857 -0.0704 0.2 0.2 -0.2 0.1782
H -2.7327 -0.3855 -1.5843 0.0 -0.5 2.3 0.1394
H -2.0671 1.2873 0.5253 1.0 -1.7 -1.1 0.3631
H -0.9260 1.0203 -1.8075 -0.5 0.5 0.0 0.1467
H 0.3350 -0.2902 -2.2742 0.7 -1.2 -1.2 0.2147
H -0.2483 -1.4763 -0.9957 0.1 -0.3 -0.6 0.2220
H 2.3150 -2.3600 -0.9984 0.4 -0.2 0.5 0.2156
H 4.2776 -1.8244 0.8194 3.0 -3.3 0.9 0.2086
H 4.3456 0.2475 1.8612 -0.3 -0.6 -0.8 0.1993
H 2.7920 2.0917 1.0766 0.8 2.5 1.6 0.2071
H 0.9987 2.1256 -1.2960 0.0 0.9 -1.0 0.2129
H 0.2134 2.4624 0.1753 -0.5 2.1 2.4 0.2217
```
Forces are in eV/Å.

Values from the calculation:
- Multiplicity: 1
- E_HOMO: -8.380 eV
- Kohn-Sham gap: 9.36 eV
- Energy relative to the best compared isomer or geometry (same formula, charge and spin): 330.3 kJ/mol
- LUMO level: 0.98 eV
- Structure (SMILES): CCCNC1Cc2ccccc2C1



> What is the Kohn-Sham gap in the third record?

9.36 eV



Repeat the third record exactly.
Below is C12H17N in the gas phase, with properties calculated with wB97M-V/def2-TZVPD.

```
30
Properties=species:S:1:pos:R:3:forces:R:3:nbo_charge:R:1
C -4.4801 -0.5885 1.3742 -4.4 1.0 -0.2 -0.6344
C -4.1825 0.0046 0.0069 2.4 0.5 -0.1 -0.4269
C -2.7645 -0.4324 -0.3629 0.0 0.0 -4.7 -0.1783
N -1.6823 0.4012 0.0629 0.6 2.5 2.3 -0.6665
C -0.5448 0.6715 -0.8479 0.6 0.4 0.4 0.0282
C 0.3086 -0.5787 -1.2465 -1.0 1.0 0.9 -0.4511
C 1.6351 -0.4745 -0.5327 -3.4 1.0 -1.3 -0.0267
C 2.5131 -1.4778 -0.3904 0.7 -1.2 -0.4 -0.1898
C 3.5539 -1.2469 0.4801 -2.7 4.2 0.0 -0.2241
C 3.5781 0.0216 1.0823 1.6 1.4 1.5 -0.1883
C 2.7261 1.1124 0.8216 0.6 -4.0 -1.1 -0.2070
C 1.7039 0.7935 -0.0065 1.0 0.1 1.7 -0.0071
C 0.6684 1.7328 -0.3641 -3.0 -4.0 -3.4 -0.4248
H -3.7707 -1.2269 1.8633 0.8 0.3 0.1 0.2245
H -5.3524 -1.2606 1.1291 0.7 0.3 0.8 0.2120
H -4.9650 0.2056 2.0313 1.0 -1.2 -0.3 0.2152
H -4.8467 -0.2459 -0.7919 -0.6 -1.2 -0.2 0.2140
H -4.2337 1.0803 -0.1877 0.2 0.4 1.2 0.2017
H -2.6500 -1.4857 -0.0704 0.2 0.2 -0.2 0.1782
H -2.7327 -0.3855 -1.5843 0.0 -0.5 2.3 0.1394
H -2.0671 1.2873 0.5253 1.0 -1.7 -1.1 0.3631
H -0.9260 1.0203 -1.8075 -0.5 0.5 0.0 0.1467
H 0.3350 -0.2902 -2.2742 0.7 -1.2 -1.2 0.2147
H -0.2483 -1.4763 -0.9957 0.1 -0.3 -0.6 0.2220
H 2.3150 -2.3600 -0.9984 0.4 -0.2 0.5 0.2156
H 4.2776 -1.8244 0.8194 3.0 -3.3 0.9 0.2086
H 4.3456 0.2475 1.8612 -0.3 -0.6 -0.8 0.1993
H 2.7920 2.0917 1.0766 0.8 2.5 1.6 0.2071
H 0.9987 2.1256 -1.2960 0.0 0.9 -1.0 0.2129
H 0.2134 2.4624 0.1753 -0.5 2.1 2.4 0.2217
```
Forces are in eV/Å.

Values from the calculation:
- Multiplicity: 1
- E_HOMO: -8.380 eV
- Kohn-Sham gap: 9.36 eV
- Energy relative to the best compared isomer or geometry (same formula, charge and spin): 330.3 kJ/mol
- LUMO level: 0.98 eV
- Structure (SMILES): CCCNC1Cc2ccccc2C1



Repeat the first record exactly.
Below is a molecular structure, C12H17F8IO5S, with properties calculated with wB97M-V/def2-TZVPD.

```
44
Properties=species:S:1:pos:R:3:forces:R:3:nbo_charge:R:1
C -2.3753 -4.5549 -0.2740 0.0 0.0 0.0 -0.6094
C -1.0252 -5.2463 -0.0996 0.0 0.1 0.0 -0.4258
C 0.0453 -4.4503 0.6411 0.0 0.2 -0.2 0.0621
O -0.5543 -3.5413 1.5958 0.0 0.0 0.1 -0.6971
S 0.6348 -2.6420 2.1386 0.0 -0.1 0.2 2.5724
O 1.4618 -3.4152 2.9993 -0.1 0.1 0.0 -0.9088
O 0.1187 -1.3887 2.5505 0.0 -0.1 0.1 -0.8956
O 1.3503 -2.4730 0.7339 0.2 0.0 0.1 -0.7034
C 0.9974 -3.5280 -0.1846 -0.2 -0.1 -0.1 0.0821
C 0.4707 -2.9208 -1.4981 0.0 -0.1 0.0 -0.4723
C 0.1233 -1.4356 -1.5575 -0.1 0.0 0.0 -0.2588
C -0.8628 -0.9184 -0.5218 0.0 0.1 0.0 -0.6674
I 1.9123 -0.2321 -1.5911 0.1 0.1 0.0 0.0436
H -2.7433 -4.1581 0.6702 0.0 0.0 0.0 0.2282
H -2.3229 -3.7311 -0.9843 -0.1 0.0 0.0 0.1996
H -3.1063 -5.2680 -0.6537 0.0 0.0 0.0 0.2219
H -0.6164 -5.5042 -1.0806 0.0 -0.1 0.0 0.2155
H -1.1667 -6.1882 0.4301 0.0 0.0 0.0 0.2250
H 0.6734 -5.1347 1.2127 0.0 0.0 0.0 0.2101
H 1.8954 -4.1076 -0.3955 0.1 0.1 0.1 0.2085
H 1.2025 -3.1232 -2.2803 0.0 0.0 0.0 0.2315
H -0.4372 -3.4571 -1.7833 0.0 0.0 0.0 0.2245
H -0.2741 -1.2565 -2.5538 0.0 0.0 0.0 0.2249
H -1.3297 0.0003 -0.8722 0.0 0.0 0.0 0.2335
H -1.6521 -1.6573 -0.3693 0.0 0.0 0.0 0.2148
H -0.3972 -0.7207 0.4410 -0.1 0.0 -0.1 0.2423
C 0.4877 3.0957 0.3302 0.2 -0.4 0.1 -0.1352
C -0.4145 3.4805 -0.8467 0.0 0.0 0.0 0.5981
C 0.2337 4.2414 -2.0086 0.0 0.0 0.0 0.5194
F 0.6864 5.4430 -1.5946 0.0 0.0 0.0 -0.3223
F -0.6974 4.4473 -2.9668 0.0 0.0 0.0 -0.3215
F -1.5092 4.1350 -0.4165 0.0 0.0 0.0 -0.3074
F -0.8248 2.2970 -1.4048 -0.1 0.0 0.0 -0.3387
O 0.4082 3.9428 1.4565 -0.3 0.4 -0.1 -0.5064
C 1.2666 4.9824 1.6364 0.2 -0.1 0.1 0.8499
C 0.5070 6.2971 1.8702 0.0 -0.1 0.0 0.5057
F -0.2704 6.5780 0.8063 0.0 0.0 0.0 -0.3187
F 1.4028 7.2975 2.0220 0.0 0.0 0.0 -0.3215
F 2.1489 5.1042 0.6281 0.0 0.0 0.0 -0.3177
F 1.9806 4.7496 2.7665 0.1 0.0 0.0 -0.3266
H 0.1084 2.1358 0.6780 0.0 0.0 0.0 0.2331
H 1.5134 2.9470 -0.0063 0.0 0.0 0.0 0.2151
H 1.0593 3.6627 -2.4307 0.0 0.0 0.0 0.1436
H -0.1093 6.2158 2.7670 0.0 0.0 0.0 0.1492
```
Forces are in eV/Å.

Values from the calculation:
- Multiplicity: 1
- E_HOMO: -9.640 eV
- Kohn-Sham gap: 9.92 eV
- Energy relative to the best compared isomer or geometry (same formula, charge and spin): 0.0 kJ/mol
- LUMO level: 0.28 eV